Entry 1:
Below is 4 unconnected molecules or ions with the total composition C24H33BBrF24O4P, with properties calculated with wB97M-V/def2-TZVPD.

The geometry in XYZ format:
```
88
Properties=species:S:1:pos:R:3:mulliken_charge:R:1
F 1.081 2.915 -0.567 -0.15
C 0.771 4.048 -1.236 0.01
F 0.853 5.083 -0.377 -0.28
C -0.658 3.955 -1.783 0.86
F -1.536 3.895 -0.764 -0.27
F -0.861 5.128 -2.449 -0.33
C -0.940 2.845 -2.805 -0.75
O -1.527 1.656 -2.305 -0.39
C -0.776 0.606 -1.875 0.70
F 0.542 0.790 -2.087 -0.19
F -1.138 -0.485 -2.585 -0.33
C -1.061 0.273 -0.403 0.30
F -0.853 1.347 0.379 -0.25
F -0.207 -0.702 -0.013 -0.25
H 1.487 4.200 -2.047 0.31
H -1.697 3.263 -3.466 0.39
H -0.057 2.636 -3.408 0.36
H -2.092 -0.064 -0.286 0.18
F 4.360 -1.552 -1.362 -0.25
C 4.065 -0.241 -1.348 0.38
F 4.899 0.382 -2.220 -0.26
C 4.270 0.370 0.042 0.70
F 5.570 0.308 0.392 -0.29
F 3.951 1.689 -0.123 -0.29
C 3.383 -0.157 1.178 -0.47
O 3.967 -1.098 2.061 -0.41
C 3.875 -2.447 1.866 0.87
F 3.087 -2.765 0.828 -0.29
F 3.308 -2.979 2.975 -0.30
C 5.259 -3.102 1.741 0.13
F 5.931 -2.589 0.694 -0.22
F 5.092 -4.426 1.533 -0.27
H 3.035 -0.093 -1.682 0.04
H 3.195 0.713 1.807 0.43
H 2.416 -0.500 0.807 0.23
H 5.830 -2.943 2.657 0.24
F 3.876 1.670 -6.192 -0.22
C 5.046 1.872 -5.551 0.39
F 5.390 3.170 -5.705 -0.28
C 6.153 0.993 -6.140 0.83
F 6.393 1.347 -7.416 -0.27
F 7.262 1.294 -5.401 -0.32
C 5.985 -0.528 -6.023 -0.77
O 5.481 -1.202 -7.159 -0.40
C 4.150 -1.431 -7.338 0.83
F 3.415 -1.044 -6.282 -0.26
F 3.976 -2.768 -7.477 -0.31
C 3.637 -0.797 -8.639 0.16
F 3.828 0.535 -8.620 -0.22
F 2.311 -1.038 -8.742 -0.26
H 4.921 1.662 -4.486 0.04
H 7.000 -0.906 -5.913 0.40
H 5.437 -0.791 -5.117 0.43
H 4.157 -1.231 -9.494 0.26
C 0.763 -0.215 4.560 -1.43
C -0.006 -0.500 3.267 0.70
C -1.163 -1.490 3.438 -0.96
C -2.467 -0.856 3.966 -0.47
C -3.702 -1.336 3.201 -0.49
C -5.039 -0.909 3.835 -0.45
C -6.046 -2.057 3.879 -0.70
C -7.416 -1.751 4.498 -0.76
C -8.093 -0.430 4.064 -0.28
B -9.152 0.064 5.104 0.42
P -9.304 1.900 5.561 0.05
O -9.174 2.720 4.122 -0.48
Br -11.495 2.089 5.847 -0.20
H 0.914 -1.128 5.142 0.36
H 1.750 0.206 4.349 0.34
H 0.234 0.506 5.187 0.37
H 0.669 -0.859 2.486 -0.36
H -0.424 0.444 2.901 0.12
H -0.854 -2.307 4.097 0.44
H -1.370 -1.954 2.465 0.38
H -2.385 0.232 3.863 0.27
H -2.597 -1.093 5.025 0.34
H -3.642 -0.979 2.167 0.04
H -3.666 -2.432 3.151 0.39
H -4.857 -0.526 4.845 0.29
H -5.453 -0.081 3.252 0.26
H -5.593 -2.859 4.474 0.35
H -6.164 -2.468 2.869 0.29
H -8.098 -2.561 4.218 0.32
H -7.344 -1.793 5.588 0.39
H -7.356 0.344 3.833 0.01
H -8.676 -0.597 3.144 0.25
H -9.768 -0.746 5.726 -0.07
H -8.269 2.658 3.805 0.32
```

Values from the calculation:
structure (SMILES): FC(F)C(F)(F)COC(F)(F)C(F)F.FC(F)C(F)(F)COC(F)(F)C(F)F.FC(F)C(F)(F)COC(F)(F)C(F)F.CCCCCCCCCBP(O)Br
electronic energy: -6572.294487 a.u.
total charge: 0

---

Entry 2:
Below is a molecular structure, C24H33BrGeN2O2V at a distorted geometry, with properties calculated with wB97M-V/def2-TZVPD.

The geometry in XYZ format:
```
64
Properties=species:S:1:pos:R:3:mulliken_charge:R:1
V -1.163 -1.313 -1.355 0.75
O 2.377 -0.588 2.844 -0.63
C 3.088 -0.680 1.685 0.60
C 4.474 -0.656 1.776 -0.58
C 5.240 -0.733 0.628 -0.44
C 4.637 -0.843 -0.622 -1.02
C 3.259 -0.848 -0.714 -0.19
C 2.473 -0.750 0.433 0.44
C 0.974 -0.674 0.368 -0.60
O 0.492 -0.389 -0.954 -0.52
N 0.416 -1.914 0.872 -0.30
N -0.916 -2.093 0.445 -0.39
C -1.704 -2.794 1.170 -0.29
C -3.043 -3.080 0.757 0.24
Br -3.517 -2.455 -1.023 -0.22
C -3.968 -3.798 1.429 -0.68
C -3.885 -4.244 2.802 0.65
C -3.235 -3.507 3.803 -0.45
C -3.174 -3.999 5.093 -0.64
C -3.753 -5.226 5.396 -0.42
C -4.427 -5.949 4.419 -0.60
C -4.515 -5.452 3.133 -0.49
H 1.518 -1.015 2.759 0.34
H 4.925 -0.585 2.757 0.48
H 6.319 -0.718 0.708 0.43
H 5.242 -0.918 -1.515 0.45
H 2.781 -0.913 -1.684 0.39
H 0.612 0.132 1.021 0.80
H 0.991 -2.708 0.595 0.35
H -1.351 -3.243 2.095 0.74
H -4.867 -4.083 0.890 0.41
H -2.849 -2.518 3.589 0.68
H -2.696 -3.419 5.871 0.41
H -3.705 -5.607 6.407 0.41
H -4.896 -6.891 4.666 0.41
H -5.051 -6.005 2.372 0.39
C -1.813 3.686 -2.608 -0.79
C -2.108 2.912 -3.888 -0.43
C -1.118 1.784 -4.165 -0.85
C -0.964 0.797 -2.986 -0.90
Ge 0.000 1.511 -1.405 0.97
C 1.719 2.401 -1.430 -0.48
C 1.761 3.930 -1.416 -0.81
C 3.185 4.430 -1.185 -0.56
C 3.264 5.951 -1.194 -1.36
H -2.401 4.601 -2.552 0.46
H -0.762 3.988 -2.552 -0.01
H -2.090 3.121 -1.711 0.21
H -2.084 3.597 -4.736 0.36
H -3.124 2.509 -3.850 0.34
H -0.133 2.198 -4.400 0.33
H -1.435 1.226 -5.047 0.40
H -0.375 -0.055 -3.364 0.61
H -1.989 0.481 -2.710 0.34
H -0.861 1.670 -0.142 -0.05
H 2.282 1.996 -2.275 0.47
H 2.188 2.005 -0.522 0.25
H 1.107 4.324 -0.633 0.39
H 1.396 4.326 -2.366 0.42
H 3.838 4.017 -1.960 0.35
H 3.551 4.042 -0.230 0.39
H 2.933 6.356 -2.152 0.34
H 4.286 6.288 -1.027 0.40
H 2.639 6.383 -0.411 0.34
```

Values from the calculation:
energy above the lowest of the compared OMol25 structures with the same formula, charge and spin: 0.000 eV
2S+1: 4
total charge: +2

---

Entry 3:
Below is a molecular structure, C24H33HfN3P2Se at a distorted geometry, with properties calculated with wB97M-V/def2-TZVPD.

The geometry in XYZ format:
```
64
Properties=species:S:1:pos:R:3:mulliken_charge:R:1
C -2.259 -3.702 1.457 -0.96
C -1.307 -2.903 0.822 0.75
C -1.750 -1.997 -0.180 0.17
C -3.102 -1.930 -0.531 0.75
C -4.036 -2.718 0.142 -0.90
C -3.617 -3.602 1.135 -0.94
C -3.473 -0.933 -1.587 -1.04
C -2.420 -0.876 -2.655 0.83
C -1.086 -0.995 -2.248 0.43
C -0.027 -0.963 -3.201 0.48
C -0.358 -0.712 -4.532 -0.98
C -1.689 -0.548 -4.933 -0.97
C -2.717 -0.636 -3.996 -0.90
H -1.925 -4.403 2.226 0.43
H -5.090 -2.632 -0.132 0.45
H -4.344 -4.218 1.666 0.40
H -4.442 -1.191 -2.025 0.54
H 0.449 -0.650 -5.264 0.41
H -1.917 -0.357 -5.982 0.40
H -3.764 -0.529 -4.290 0.45
N -0.858 -1.157 -0.869 0.05
Hf 0.259 0.477 0.137 0.06
C 0.159 -2.982 1.195 -1.08
H 0.780 -3.278 0.334 0.35
H 0.308 -3.706 2.009 0.60
C 1.420 -1.212 -2.808 -1.23
H 1.563 -2.234 -2.416 0.44
H 2.073 -1.078 -3.683 0.56
P 0.817 -1.363 1.813 1.15
P 2.057 -0.059 -1.520 1.15
C 2.475 1.395 -2.536 -1.30
H 2.962 2.151 -1.906 0.37
H 3.152 1.083 -3.342 0.51
H 1.560 1.824 -2.962 0.38
C 3.681 -0.753 -1.110 -1.16
H 4.329 -0.704 -1.996 0.45
H 4.129 -0.171 -0.296 0.35
H 3.577 -1.797 -0.787 0.35
C -0.129 -1.226 3.359 -1.30
H -0.069 -2.179 3.901 0.50
H 0.281 -0.415 3.973 0.33
H -1.179 -1.006 3.133 0.39
C 2.472 -1.827 2.391 -1.28
H 2.992 -0.926 2.737 0.34
H 2.372 -2.539 3.222 0.47
H 3.052 -2.285 1.579 0.38
H -3.520 0.075 -1.102 0.18
H -0.419 1.741 -0.831 -0.31
C 1.019 2.424 4.066 -0.81
N 0.558 3.309 3.011 0.19
C -0.254 4.419 3.188 -0.49
C -0.381 5.022 1.984 -0.50
N 0.356 4.283 1.070 0.23
C 0.526 4.625 -0.330 -0.72
C 0.923 3.211 1.698 -0.03
Se 2.258 2.038 1.030 -0.19
H 1.555 2.997 4.835 0.38
H 1.701 1.681 3.636 0.19
H 0.168 1.908 4.530 0.38
H -0.652 4.676 4.157 0.51
H -0.910 5.914 1.686 0.51
H -0.443 4.624 -0.842 0.36
H 0.977 5.624 -0.420 0.37
H 1.180 3.889 -0.807 0.13
```

Values from the calculation:
electronic energy: -4230.266033 a.u.
total charge: +2

---

Entry 4:
Below is a molecular structure, C24H33IrN6O4SeSi2 at a distorted geometry, with properties calculated with wB97M-V/def2-TZVPD.

The geometry in XYZ format:
```
71
Properties=species:S:1:pos:R:3:mulliken_charge:R:1
Ir 0.394 -0.185 0.131 0.24
C 3.198 3.430 -0.737 -1.17
Si 1.965 2.778 0.538 0.30
C 3.005 1.926 1.852 -1.10
C 1.209 4.245 1.456 -1.35
N 0.704 1.792 -0.168 0.53
C -0.405 2.437 -0.726 0.77
C -0.370 3.726 -1.259 -0.58
C -1.505 4.319 -1.794 -0.93
C -2.698 3.612 -1.785 -1.07
C -2.747 2.328 -1.265 -0.33
C -1.608 1.691 -0.748 0.25
N -1.568 0.403 -0.233 0.10
Si -3.154 -0.241 0.315 0.63
C -4.510 -0.529 -0.949 -1.09
C -3.769 1.248 1.399 -1.43
C -3.067 -1.587 1.612 -0.79
H 3.772 4.257 -0.307 0.43
H 2.725 3.786 -1.653 0.35
H 3.903 2.641 -1.009 0.27
H 3.329 2.698 2.558 0.39
H 3.896 1.455 1.433 0.25
H 2.458 1.172 2.415 0.32
H 1.985 4.981 1.688 0.35
H 0.798 3.887 2.404 0.26
H 0.407 4.745 0.914 0.47
H 0.563 4.276 -1.271 0.23
H -1.448 5.315 -2.218 0.36
H -3.601 4.050 -2.195 0.39
H -3.690 1.804 -1.287 0.28
H -4.217 -0.177 -1.940 0.27
H -5.415 0.007 -0.642 0.42
H -4.723 -1.593 -1.054 0.25
H -3.024 2.045 1.476 0.36
H -3.984 0.896 2.414 0.43
H -4.686 1.704 1.016 0.30
H -3.122 -2.581 1.173 -0.02
H -3.919 -1.446 2.283 0.56
H -2.158 -1.501 2.213 0.00
N 0.360 -0.495 3.100 -0.70
C 0.381 -0.374 1.903 0.12
H -0.481 -0.583 3.652 0.33
C -0.455 -3.662 1.495 -1.67
C -0.143 -3.327 0.085 0.61
N 0.258 -2.174 -0.416 0.70
C 0.448 -2.372 -1.776 -0.43
C 0.121 -3.646 -2.078 -0.76
N -0.201 -4.249 -0.891 0.04
H 0.029 -2.965 2.175 0.23
H -0.102 -4.671 1.706 0.50
H -1.532 -3.669 1.631 0.15
H 0.740 -1.568 -2.432 0.44
H -0.010 -4.147 -3.018 0.36
H -0.868 -5.024 -0.814 0.39
O -2.797 -4.934 0.005 -0.85
Se -3.234 -4.087 -1.356 0.98
O -4.856 -3.957 -1.495 -0.84
O -2.552 -2.584 -1.208 -0.54
O -2.561 -4.876 -2.634 -0.77
N 7.730 -1.382 -0.709 -0.64
C 6.598 -1.213 -0.579 -0.11
C 5.190 -0.999 -0.410 0.51
C 4.520 -1.543 0.689 -0.83
C 3.168 -1.316 0.851 0.27
C 2.423 -0.537 -0.049 -0.58
C 3.117 -0.036 -1.159 0.09
C 4.473 -0.252 -1.342 -0.62
H 5.071 -2.137 1.408 0.45
H 2.673 -1.752 1.712 0.35
H 2.585 0.559 -1.893 0.47
H 4.984 0.158 -2.205 0.43
```

Values from the calculation:
energy above the lowest of the compared OMol25 structures with the same formula, charge and spin: 2.685 eV
total charge: -2

---

M / u: 963.2; 585.0; 682.9; 796.9